<one>
Molecular formula: C6H15N4O
Method: DFT, ωB97M-V/def2-TZVPD

Values from the calculation:
**HOMO level**: -0.4399 Ha
**Frontier orbital gap**: 9.51 eV
**Total charge**: +1

Each line ends with the natural charge from an NBO analysis.
Cartesian coordinates (Å):
C 0.029 0.644 -1.497  -0.567
C -1.067 0.351 -0.775  0.320
C 1.935 0.892 0.826  0.608
C -1.195 -3.223 0.421  -0.638
C 3.702 2.226 1.526  -0.435
C -1.054 -2.158 -0.687  -0.169
N -2.088 1.158 -0.663  -0.300
N 1.207 0.029 1.100  -0.519
N 2.793 1.811 0.512  -0.641
N -0.927 -0.761 0.068  -0.608
O -3.187 0.845 0.136  -0.533
H -0.033 1.266 -2.377  0.221
H 0.815 -0.023 -1.580  0.209
H -2.196 -3.169 0.819  0.228
H -1.351 -4.266 -0.030  0.262
H -0.437 -3.081 1.041  0.217
H 4.423 1.319 1.730  0.218
H 4.374 3.036 1.164  0.234
H 3.350 2.682 2.475  0.224
H -1.815 -1.970 -1.513  0.229
H -0.182 -2.227 -1.195  0.203
H -2.286 1.779 -1.332  0.388
H -0.024 -0.710 0.758  0.479
H 2.774 2.418 -0.280  0.445
H -1.813 -0.814 0.700  0.440
H -3.177 1.506 0.779  0.484

=====

<two>
Molecular formula: C6H15N4O
Method: DFT, ωB97M-V/def2-TZVPD

Values from the calculation:
**HOMO level**: -0.4753 Ha
**Frontier orbital gap**: 10.20 eV
**Total charge**: +1

Each line ends with the natural charge from an NBO analysis.
Cartesian coordinates (Å):
C -0.278 -2.623 0.655  -0.555
C -1.023 -2.327 -0.342  0.323
C -0.062 1.200 -0.610  0.703
C 2.438 -0.141 1.784  -0.626
C -2.346 1.160 0.527  -0.411
C 2.017 0.032 0.320  -0.229
N -1.749 -1.989 -1.230  -0.175
N 0.455 1.855 -1.632  -0.746
N -1.292 1.687 -0.297  -0.554
N 0.588 0.258 0.080  -0.572
O -1.281 -1.260 -2.393  -0.534
H -0.214 -1.780 1.376  0.201
H 0.019 -3.648 0.903  0.276
H 3.518 0.076 1.880  0.250
H 1.867 0.619 2.487  0.222
H 2.359 -1.159 2.002  0.219
H -3.134 0.728 -0.197  0.223
H -2.004 0.256 0.878  0.204
H -2.696 1.904 1.217  0.235
H 2.511 -0.828 -0.109  0.223
H 2.564 0.881 -0.184  0.205
H 1.287 1.523 -2.044  0.418
H 0.031 2.612 -2.079  0.417
H -1.609 2.473 -0.824  0.400
H 0.092 -0.320 0.667  0.407
H -2.060 -1.187 -2.833  0.478

=====

Most stable structure, least stable structure: <two>, <one>.

=====

<one>
Molecular formula: C5H14N2O
Method: DFT, ωB97M-V/def2-TZVPD

Values from the calculation:
**Multiplicity**: 2
**HOMO level (alpha / beta)**: -0.4903 / -0.4893 Ha
**Frontier orbital gap (alpha / beta)**: 9.34 / 5.72 eV
**⟨S²⟩**: 0.771
**Total charge**: +1

Each line ends with the Mulliken spin population.
Cartesian coordinates (Å):
C 0.256 1.594 0.973  -0.006
C -0.023 0.160 1.537  0.022
C 0.055 -0.891 0.458  0.131
C 1.250 -1.535 0.258  0.437
C -2.145 -0.506 -0.341  0.010
N -1.088 -1.467 -0.027  0.359
N 1.374 1.650 0.030  0.002
H -0.653 1.911 0.468  0.000
H 0.487 2.262 1.801  0.002
H 0.801 -0.026 2.230  0.006
H -0.922 0.150 2.147  -0.002
H 2.137 -1.347 0.867  0.017
H 1.522 -2.316 -0.445  0.010
H -2.039 0.094 -1.255  0.024
H -2.160 0.256 0.426  0.006
H -3.048 -1.114 -0.541  0.003
H -0.875 -2.192 -0.708  -0.017
H 2.006 2.416 0.170  0.001
H 1.837 0.775 -0.146  -0.003
H 0.258 0.714 -2.168  -0.003
H 0.758 -0.684 -2.815  0.001
O 0.212 0.094 -2.920  0.001

=====

<two>
Molecular formula: C5H14N2O
Method: DFT, ωB97M-V/def2-TZVPD

Values from the calculation:
**Multiplicity**: 2
**HOMO level (alpha / beta)**: -0.4904 / -0.4905 Ha
**Frontier orbital gap (alpha / beta)**: 9.47 / 6.46 eV
**⟨S²⟩**: 0.756
**Total charge**: +1

Each line ends with the Mulliken spin population.
Cartesian coordinates (Å):
C 0.442 2.404 0.266  0.039
C 1.580 1.514 -0.231  0.014
C 1.337 0.031 -0.237  0.316
C 0.271 -0.450 -1.021  0.284
N -0.267 -1.653 -0.881  0.245
C 2.340 -0.839 0.430  0.006
N -0.843 2.408 -0.430  0.002
H 0.245 2.215 1.309  -0.010
H 0.725 3.435 0.287  0.002
H 1.844 1.821 -1.245  0.040
H 2.448 1.666 0.408  0.002
H -0.172 0.201 -1.755  0.010
H 0.230 -2.328 -0.323  -0.006
H -0.699 -2.045 -1.713  -0.005
H 1.987 -1.828 0.703  0.011
H 2.757 -0.340 1.299  0.009
H 3.150 -0.922 -0.305  0.042
H -0.737 2.548 -1.430  0.001
H -1.364 1.548 -0.284  -0.001
H -4.361 -2.022 1.680  0.000
H -2.995 -2.610 1.241  0.000
O -3.787 -2.783 1.760  0.000

=====

Most stable structure, least stable structure: <two>, <one>.